DFT (ωB97M-V/def2-TZVPD) results for a structure of composition C17H23BrGeIrN4OS2.

Orbital gap (spin up / spin down) in eV: 7.18 / 5.50
Energy above the lowest of the compared OMol25 structures with the same formula, charge and spin in kcal per mole: 0.00
Strongest force on any atom in eV Å⁻¹: 0.85
Total energy in Eh: -6506.96157

```
! RIJCOSX wB97M-V def2-TZVPD def2/J DEFGRID3
* xyz 2 2
Ir -0.51 -0.26 -0.72
C -1.11 4.71 -2.14
S -2.37 4.01 -1.06
C -1.82 2.41 -0.77
S -0.44 1.74 -1.66
N -2.51 1.73 0.10
N -2.06 0.44 0.26
C -2.72 -0.35 1.03
C -2.17 -1.69 1.19
C -2.74 -2.63 2.02
C -2.13 -3.88 2.14
C -0.96 -4.12 1.44
C -0.45 -3.13 0.62
N -1.03 -1.94 0.49
H -1.48 5.71 -2.37
H -1.02 4.16 -3.07
H -0.16 4.80 -1.63
H -3.62 -0.01 1.53
H -3.65 -2.40 2.57
H -2.55 -4.63 2.79
H -0.45 -5.07 1.51
H 0.46 -3.29 0.05
O 2.95 -2.15 -5.51
C 2.35 -1.73 -4.40
C 3.01 -1.08 -3.35
C 2.28 -0.70 -2.25
N 0.96 -0.91 -2.14
C 0.36 -1.53 -3.17
Br -1.53 -1.72 -2.90
C 0.97 -1.96 -4.31
H 3.90 -1.96 -5.52
H 4.07 -0.88 -3.39
H 2.76 -0.20 -1.42
H 0.43 -2.45 -5.10
C 0.60 3.13 1.75
Ge 0.68 1.27 2.33
C -0.86 0.79 3.43
C 2.33 0.87 3.29
C 0.92 0.13 0.68
H 0.61 3.77 2.63
H -0.31 3.35 1.20
H 1.47 3.38 1.14
H -0.74 1.30 4.38
H -0.90 -0.28 3.64
H -1.80 1.13 3.01
H 2.40 1.49 4.18
H 3.21 1.07 2.67
H 2.35 -0.18 3.60
H 1.26 -0.85 1.03
H 1.75 0.62 0.17
*
```


DFT (ωB97M-V/def2-TZVPD) results for a cluster of 2 separate species, C10H12 in total at a distorted geometry.

Orbital gap (spin up / spin down) in eV: 7.53 / 6.77
Energy above the lowest of the compared OMol25 structures with the same formula, charge and spin in kcal per mole: 164.90
Strongest force on any atom in eV Å⁻¹: 3.65
Total energy in Eh: -387.94318

```
! RIJCOSX wB97M-V def2-TZVPD def2/J DEFGRID3
* xyz 0 1
C -1.57 2.18 -0.43
C -1.25 1.69 0.80
C -1.40 -2.08 1.02
C -0.83 -1.89 -0.15
C 0.20 0.68 -1.86
C -0.44 2.03 -1.45
C 0.11 1.19 0.74
C 0.69 1.41 -0.55
C -0.03 -1.52 1.00
C 1.24 -1.97 1.62
H -2.39 2.87 -0.59
H -1.76 1.86 1.78
H -2.03 -2.49 1.73
H -0.77 -1.95 -1.26
H -0.18 -0.25 -1.49
H 0.82 0.70 -2.77
H -0.22 2.83 -2.07
H 0.72 0.95 1.67
H 1.75 1.68 -0.66
H 2.08 -1.43 1.35
H 1.49 -3.01 1.36
H 1.14 -2.01 2.68
*
```


DFT (ωB97M-V/def2-TZVPD) results for the molecule C6H10N2 at a distorted geometry.

Orbital gap (spin up / spin down) in eV: 7.36 / 7.36
Energy above the lowest of the compared OMol25 structures with the same formula, charge and spin in kcal per mole: 95.07
Strongest force on any atom in eV Å⁻¹: 3.57
Total energy in Eh: -343.98521

```
! RIJCOSX wB97M-V def2-TZVPD def2/J DEFGRID3
* xyz 0 1
C 0.31 -1.73 1.42
C 0.09 2.48 -1.22
C -0.56 -0.98 0.42
C 0.21 1.08 -0.73
C 0.95 -1.01 -1.35
C -0.48 0.59 0.49
N 1.04 0.23 -1.25
N -1.75 -1.37 0.11
H -1.94 -2.33 0.41
H 1.84 -1.62 -1.29
H 1.36 -1.47 1.30
H 0.18 -2.80 1.31
H 0.03 -1.44 2.44
H 0.49 3.19 -0.50
H 0.62 2.60 -2.16
H -0.97 2.72 -1.38
H 0.08 0.87 1.38
H -1.49 1.00 0.59
*
```


DFT (ωB97M-V/def2-TZVPD) results for a cluster of 2 separate species, C3H4O2S in total at a distorted geometry.

Orbital gap in eV: 9.25
Energy above the lowest of the compared OMol25 structures with the same formula, charge and spin in kcal per mole: 2.89
Strongest force on any atom in eV Å⁻¹: 1.84
SMILES string: O=C=O.C=CS
Total energy in Eh: -665.38103

```
! RIJCOSX wB97M-V def2-TZVPD def2/J DEFGRID3
* xyz 0 1
O 4.65 -0.12 -0.38
C 3.71 0.40 0.03
O 2.78 0.92 0.44
C -2.27 0.47 -0.05
C -1.55 -0.53 -0.52
S -0.22 -1.34 0.28
H -3.06 0.90 -0.63
H -2.09 0.90 0.92
H -1.72 -0.97 -1.49
H -0.22 -0.61 1.41
*
```